ORCA calculation (the ωB97M-V functional and the def2-TZVPD basis) on C6H10O in the gas phase in a non-equilibrium geometry.

The geometry in ORCA input format:
```
! RIJCOSX wB97M-V def2-TZVPD def2/J DEFGRID3
* xyz 0 1
O -3.473 1.622 -0.624
C -2.460 0.711 -0.686
C 1.583 -1.817 0.024
C -1.219 0.781 -0.218
C 1.557 0.580 0.952
C 0.878 -0.512 0.170
C -0.323 -0.353 -0.395
H 2.314 0.236 1.652
H 2.008 1.260 0.232
H 2.552 -1.717 -0.481
H -3.065 2.489 -0.508
H -0.821 1.603 0.361
H 0.852 1.151 1.554
H 1.868 -2.291 0.968
H 0.973 -2.538 -0.513
H -2.558 -0.036 -1.468
H -0.664 -1.170 -1.021
*
```

The largest force on an atom comes out at 1.48 eV/A. The calculation puts the HOMO-LUMO gap at 8.8 eV. For the LUMO energy, the calculation gives 0.8842 eV. The calculation puts the highest occupied orbital energy at -7.9080 eV. For the energy above the lowest of the compared OMol25 structures with the same formula, charge and spin, the calculation gives 22.3 kcal/mol. The value obtained for the total energy is -8430.274 eV.

natural (NBO) population analysis, charges in e, atoms 1 to 6: -0.677, 0.158, -0.629, -0.327, -0.652, 0.015

---

ORCA calculation (the ωB97M-V functional and the def2-TZVPD basis) on C6H10O in the gas phase in a non-equilibrium geometry.

The geometry in ORCA input format:
```
! RIJCOSX wB97M-V def2-TZVPD def2/J DEFGRID3
* xyz 0 1
O 1.928 0.229 0.518
C -0.305 0.355 -0.272
C -1.574 0.644 0.514
C 0.836 -1.819 -0.247
C 0.481 1.687 -0.446
C 1.703 1.447 -0.040
C 0.657 -0.504 0.438
H -2.027 -0.192 0.921
H 0.048 2.636 -0.482
H 0.305 -0.684 1.406
H 1.589 -2.259 0.302
H -2.305 1.101 -0.070
H -0.154 -2.207 -0.347
H -0.544 0.036 -1.320
H -1.313 1.549 1.176
H 2.663 2.053 -0.206
H 1.094 -1.584 -1.263
*
```

The largest force on an atom comes out at 3.50 eV/A. The calculation puts the HOMO-LUMO gap at 9.5 eV. For the LUMO energy, the calculation gives 1.1227 eV. The calculation puts the highest occupied orbital energy at -8.3899 eV. For the energy above the lowest of the compared OMol25 structures with the same formula, charge and spin, the calculation gives 35.7 kcal/mol. The value obtained for the total energy is -8429.690 eV.

natural (NBO) population analysis, charges in e, atoms 1 to 6: -0.504, -0.264, -0.603, -0.611, -0.333, 0.152

---

ORCA calculation (the ωB97M-V functional and the def2-TZVPD basis) on a 2-piece molecular cluster, C6H10O overall in a non-equilibrium geometry.

The geometry in ORCA input format:
```
! RIJCOSX wB97M-V def2-TZVPD def2/J DEFGRID3
* xyz 0 1
O 2.322 -2.163 0.132
C 0.149 -0.021 1.549
C 0.170 0.411 -0.892
C -0.636 0.865 -2.053
C -0.396 -0.012 2.780
C -0.433 -0.102 0.204
C -1.725 1.619 -1.898
H -2.057 2.279 -2.691
H -0.035 0.638 3.563
H 1.217 0.203 1.519
H -2.213 1.762 -0.943
H 1.388 -2.272 -0.106
H 2.249 -1.922 1.041
H -0.041 0.969 -2.958
H -1.514 -0.240 0.153
H -1.315 -0.582 2.900
H 1.176 0.143 -1.208
*
```

The largest force on an atom comes out at 2.97 eV/A. The calculation puts the HOMO-LUMO gap at 8.2 eV. For the LUMO energy, the calculation gives -0.0065 eV. The calculation puts the highest occupied orbital energy at -8.2526 eV. For the energy above the lowest of the compared OMol25 structures with the same formula, charge and spin, the calculation gives 63.9 kcal/mol. The value obtained for the total energy is -8428.470 eV.

natural (NBO) population analysis, charges in e, atoms 1 to 6: -0.931, -0.215, -0.196, -0.232, -0.394, -0.233

---

ORCA calculation (the ωB97M-V functional and the def2-TZVPD basis) on C6H10O in the gas phase.

The geometry in ORCA input format:
```
! RIJCOSX wB97M-V def2-TZVPD def2/J DEFGRID3
* xyz 0 1
O -0.104 1.183 -0.454
C 1.334 -1.145 -0.164
C -2.217 0.232 -0.043
C -0.749 0.205 0.342
C -0.139 -1.193 0.138
C 1.265 1.314 -0.142
C 1.994 0.003 -0.271
H -2.313 0.014 -1.113
H -2.654 1.216 0.147
H -0.633 0.491 1.403
H 1.669 2.057 -0.837
H 1.386 1.718 0.880
H 1.846 -2.096 -0.304
H -2.779 -0.522 0.517
H -0.662 -1.721 -0.670
H -0.307 -1.786 1.048
H 3.063 0.027 -0.476
*
```

The largest force on an atom comes out at 0.24 eV/A. The calculation puts the HOMO-LUMO gap at 10.5 eV. For the LUMO energy, the calculation gives 1.1419 eV. The calculation puts the highest occupied orbital energy at -9.3770 eV. For the energy above the lowest of the compared OMol25 structures with the same formula, charge and spin, the calculation gives 7.5 kcal/mol. The value obtained for the total energy is -8430.914 eV.

natural (NBO) population analysis, charges in e, atoms 1 to 6: -0.526, -0.174, -0.614, 0.102, -0.468, -0.102

---

ORCA calculation (the ωB97M-V functional and the def2-TZVPD basis) on a 2-piece molecular cluster, C6H10O overall.

The geometry in ORCA input format:
```
! RIJCOSX wB97M-V def2-TZVPD def2/J DEFGRID3
* xyz 0 1
O -0.360 0.579 1.124
C 0.945 1.099 1.431
C -1.135 -0.198 -1.057
C -0.570 0.667 -0.218
C 2.185 0.473 0.913
C 1.813 1.573 0.331
C -2.085 -1.334 -0.834
H -2.462 -1.367 0.191
H -1.698 -2.323 -1.107
H 1.159 -1.617 0.488
H 2.903 -0.330 0.963
H 0.914 1.576 2.408
H -2.934 -1.132 -1.498
H -0.179 1.581 -0.652
H -0.972 0.077 -2.096
H 0.536 -1.607 0.083
H 1.939 2.284 -0.471
*
```

The largest force on an atom comes out at 0.39 eV/A. The calculation puts the HOMO-LUMO gap at 9.7 eV. For the LUMO energy, the calculation gives 1.1673 eV. The calculation puts the highest occupied orbital energy at -8.5003 eV. For the energy above the lowest of the compared OMol25 structures with the same formula, charge and spin, the calculation gives 105.1 kcal/mol. The value obtained for the total energy is -8426.682 eV.

natural (NBO) population analysis, charges in e, atoms 1 to 6: -0.522, 0.048, -0.273, 0.133, -0.185, -0.215

---

ORCA calculation (the ωB97M-V functional and the def2-TZVPD basis) on C6H10O in the gas phase in a non-equilibrium geometry.

The geometry in ORCA input format:
```
! RIJCOSX wB97M-V def2-TZVPD def2/J DEFGRID3
* xyz 0 1
O 1.373 2.290 2.657
C 1.269 1.763 1.424
C -0.455 -0.549 -0.742
C -0.829 -1.667 0.205
C 1.007 0.531 0.985
C -0.956 -0.502 -2.164
C 0.367 0.428 -0.338
H 1.238 2.549 0.676
H 1.459 1.602 3.329
H 0.079 -2.179 0.546
H 1.350 -0.461 1.261
H -1.533 0.427 -2.290
H -1.430 -2.427 -0.301
H 0.401 1.285 -1.013
H -0.179 -0.565 -2.914
H -1.391 -1.333 1.071
H -1.771 -1.193 -2.393
*
```

The largest force on an atom comes out at 1.78 eV/A. The calculation puts the HOMO-LUMO gap at 8.5 eV. For the LUMO energy, the calculation gives 0.8364 eV. The calculation puts the highest occupied orbital energy at -7.6760 eV. For the energy above the lowest of the compared OMol25 structures with the same formula, charge and spin, the calculation gives 36.6 kcal/mol. The value obtained for the total energy is -8429.655 eV.

natural (NBO) population analysis, charges in e, atoms 1 to 6: -0.660, 0.194, -0.006, -0.650, -0.385, -0.645

---

ORCA calculation (the ωB97M-V functional and the def2-TZVPD basis) on C6H10O as an isolated structure in a non-equilibrium geometry.

The geometry in ORCA input format:
```
! RIJCOSX wB97M-V def2-TZVPD def2/J DEFGRID3
* xyz 0 1
O -1.947 1.532 0.443
C 0.596 -0.517 -1.103
C 0.859 0.748 -0.793
C 1.120 0.519 0.653
C 0.816 -0.968 0.315
C -0.378 -1.562 1.014
C -1.651 1.575 -0.725
H 0.408 0.986 1.332
H 1.698 -1.608 0.419
H 1.246 1.444 -1.502
H -0.639 -2.523 0.564
H -1.942 0.795 -1.429
H -1.239 -0.892 0.942
H -0.168 -1.716 2.075
H -1.222 2.468 -1.193
H 0.324 -1.024 -2.022
H 2.122 0.743 1.009
*
```

The largest force on an atom comes out at 1.93 eV/A. The calculation puts the HOMO-LUMO gap at 10.3 eV. For the LUMO energy, the calculation gives 0.8350 eV. The calculation puts the highest occupied orbital energy at -9.4749 eV. For the energy above the lowest of the compared OMol25 structures with the same formula, charge and spin, the calculation gives 55.3 kcal/mol. The value obtained for the total energy is -8428.844 eV.

natural (NBO) population analysis, charges in e, atoms 1 to 6: -0.535, -0.163, -0.212, -0.437, -0.229, -0.613

---

ORCA calculation (the ωB97M-V functional and the def2-TZVPD basis) on C6H10O in the gas phase in a non-equilibrium geometry.

The geometry in ORCA input format:
```
! RIJCOSX wB97M-V def2-TZVPD def2/J DEFGRID3
* xyz 0 1
O -2.265 0.342 -0.133
C -0.248 0.372 0.798
C -0.309 -0.972 -0.322
C 0.932 -0.332 0.433
C -1.747 -0.966 -0.045
C 2.293 0.141 -0.332
C -1.113 1.263 -0.087
H 2.844 0.835 0.348
H -0.674 1.382 -1.151
H 2.117 0.719 -1.187
H -2.079 -1.579 0.744
H 3.095 -0.735 -0.299
H -0.466 0.006 1.837
H -1.421 2.332 0.254
H 0.026 -0.396 -1.314
H 1.267 -0.818 1.241
H -2.252 -1.594 -0.784
*
```

The largest force on an atom comes out at 4.61 eV/A. The calculation puts the HOMO-LUMO gap at 9.3 eV. For the LUMO energy, the calculation gives 0.9727 eV. The calculation puts the highest occupied orbital energy at -8.3506 eV. For the energy above the lowest of the compared OMol25 structures with the same formula, charge and spin, the calculation gives 128.0 kcal/mol. The value obtained for the total energy is -8425.688 eV.

natural (NBO) population analysis, charges in e, atoms 1 to 6: -0.551, -0.196, -0.301, -0.159, -0.135, -0.614

---

ORCA calculation (the ωB97M-V functional and the def2-TZVPD basis) on C6H10O in the gas phase.

The geometry in ORCA input format:
```
! RIJCOSX wB97M-V def2-TZVPD def2/J DEFGRID3
* xyz 0 1
O 3.061 0.272 -0.215
C 2.477 -0.777 -0.063
C -2.180 -0.221 0.050
C -1.092 0.748 -0.299
C 0.333 0.357 -0.470
C 0.984 -0.964 -0.186
C -0.092 1.243 0.698
H -3.040 0.371 0.360
H 0.635 -1.397 0.758
H 0.851 -1.713 -0.986
H -2.456 -0.856 -0.804
H 3.025 -1.713 0.166
H -1.887 -0.861 0.890
H 0.766 0.771 -1.379
H -1.382 1.581 -0.932
H -0.209 0.872 1.723
H 0.205 2.284 0.688
*
```

The largest force on an atom comes out at 0.85 eV/A. The calculation puts the HOMO-LUMO gap at 10.8 eV. For the LUMO energy, the calculation gives 1.0494 eV. The calculation puts the highest occupied orbital energy at -9.7483 eV. For the energy above the lowest of the compared OMol25 structures with the same formula, charge and spin, the calculation gives 22.5 kcal/mol. The value obtained for the total energy is -8430.265 eV.

natural (NBO) population analysis, charges in e, atoms 1 to 6: -0.517, 0.451, -0.607, -0.220, -0.231, -0.512

---

ORCA calculation (the ωB97M-V functional and the def2-TZVPD basis) on a 2-piece molecular cluster, C6H10O overall.

The geometry in ORCA input format:
```
! RIJCOSX wB97M-V def2-TZVPD def2/J DEFGRID3
* xyz 0 1
O 0.907 0.375 1.798
C 0.233 1.090 -1.531
C 1.358 -0.599 -0.448
C 0.512 1.606 -0.328
C 1.323 0.606 0.470
C 0.765 -0.290 -1.608
C -1.983 -1.160 0.901
H -1.076 -1.747 1.073
H 0.673 -0.931 -2.479
H -2.360 -0.768 1.849
H 0.264 2.595 0.045
H -0.295 1.586 -2.340
H -1.764 -0.338 0.212
H -0.015 0.084 1.760
H 2.350 0.993 0.554
H 1.838 -1.533 -0.177
H -2.743 -1.809 0.458
*
```

The largest force on an atom comes out at 0.27 eV/A. The calculation puts the HOMO-LUMO gap at 9.5 eV. For the LUMO energy, the calculation gives 0.7376 eV. The calculation puts the highest occupied orbital energy at -8.7833 eV. For the energy above the lowest of the compared OMol25 structures with the same formula, charge and spin, the calculation gives 23.6 kcal/mol. The value obtained for the total energy is -8430.216 eV.

natural (NBO) population analysis, charges in e, atoms 1 to 6: -0.696, -0.227, -0.204, -0.212, 0.014, -0.230

---

> What is the formula in the ninth record?

C6H10O